(1)
Here is a molecular structure, C13H9NO4V from the OMol25 dataset. Energies are from ωB97M-V/def2-TZVPD.

XYZ file:
```
28
C13H9NO4V | the OMol25 dataset | ωB97M-V/def2-TZVPD
V -0.43461 0.85818 -1.18290
O 0.56969 -1.50440 -2.83900
C 0.18524 -0.60289 -2.23193
C -0.99478 2.20648 0.03682
O -1.32392 3.00373 0.80173
C -2.17058 0.07650 -1.11816
O -3.21487 -0.40894 -1.06065
C 1.28871 1.66341 -1.28391
O 2.33848 2.13842 -1.32664
C -1.67273 3.23657 -5.56503
H -0.71064 3.29632 -6.06202
H -2.38189 2.53016 -5.98220
C -2.10180 4.25871 -4.73960
H -3.15337 4.36756 -4.49809
H -1.48219 5.13385 -4.57792
N 0.16324 -0.28295 0.34768
C 0.50992 -0.94149 1.23165
C 0.90717 -1.77411 2.33105
C 2.21677 -1.74496 2.79715
C 2.57551 -2.47545 3.93053
C 1.62509 -3.24056 4.61327
C 0.32149 -3.30533 4.11493
C -0.03232 -2.58581 2.97035
H 2.95306 -1.14452 2.29180
H 3.59223 -2.42239 4.27318
H 1.89824 -3.78552 5.51548
H -0.42734 -3.89926 4.61155
H -1.04379 -2.65132 2.60085
```

Calculated values
Lowest unoccupied orbital energy (alpha / beta) ... -14.0 / -15.3 eV
Orbital gap (alpha / beta) ... 2.558 / 1.286 eV
Expectation value of S² ... 2.03
Total charge ... +3
2S+1 ... 3



(2)
Here is a molecular structure, C38H40CrN7O4P2Se2 from the OMol25 dataset. Energies are from ωB97M-V/def2-TZVPD.

XYZ file:
```
94
C38H40CrN7O4P2Se2 | the OMol25 dataset | ωB97M-V/def2-TZVPD
Cr -0.02643 0.50250 0.42769
N 0.73682 -1.51176 1.67157
C 0.66653 -2.83972 1.03068
C 1.66376 -2.93353 -0.12616
C 1.33595 -3.99626 -1.17739
C 0.02977 -3.78374 -1.94544
N -0.20547 -2.38154 -2.28271
H 1.69263 -1.35783 1.98415
H 0.14903 -1.50126 2.50071
H -0.35044 -2.97171 0.66148
H 0.88210 -3.63495 1.75561
H 2.65920 -3.14748 0.27525
H 1.70149 -1.96362 -0.61712
H 1.29927 -4.98075 -0.70338
H 2.15721 -4.00411 -1.89972
H -0.82727 -4.12083 -1.35407
H 0.07272 -4.41802 -2.84185
H -0.84943 -2.31910 -3.06244
H 0.65113 -1.90587 -2.54988
O 1.35213 0.20544 -0.95728
N 2.45239 0.85264 -0.78926
N 2.50083 1.48634 0.31427
O 1.50146 1.43349 1.16786
C 3.60856 2.27902 0.67665
C 3.49374 3.08471 1.80658
C 4.56398 3.87242 2.18917
C 5.74448 3.85076 1.46147
C 5.84377 3.04972 0.33210
C 4.78204 2.26064 -0.07017
H 2.56679 3.07997 2.36196
H 4.47029 4.51064 3.05629
H 6.58549 4.45167 1.77848
H 6.75474 3.03867 -0.24888
H 4.84789 1.63453 -0.94694
Se -4.78237 0.43286 5.39474
P -3.79848 2.14770 4.67186
C -4.92779 3.38440 3.95785
C -6.15160 3.57664 4.58786
C -7.03660 4.52270 4.10235
C -6.69371 5.28032 2.99025
C -5.47328 5.08763 2.36258
C -4.58603 4.13757 2.84071
C -2.89047 3.07955 5.94359
C -2.70522 2.53507 7.20428
C -1.93326 3.21044 8.13728
C -1.35305 4.42372 7.80741
C -1.54853 4.97110 6.54730
C -2.32071 4.30596 5.61463
C -2.51062 1.80552 3.46658
C -2.34567 0.99269 2.33669
N -1.03363 1.09799 2.00534
N -0.43984 1.89220 2.87802
N -1.29213 2.31476 3.75278
P -3.33008 -0.06316 1.27701
Se -2.04331 -0.87116 -0.28410
C -3.95835 -1.37178 2.36728
C -3.05369 -1.94057 3.25827
C -3.47613 -2.89789 4.16076
C -4.80788 -3.28157 4.18251
C -5.70144 -2.74902 3.26669
C -5.27661 -1.80746 2.34402
C -4.78204 0.87534 0.74166
C -4.92277 1.22578 -0.59430
C -6.02842 1.95802 -0.99381
C -6.98552 2.33604 -0.06469
C -6.85312 1.96307 1.26459
C -5.75137 1.23426 1.67342
H -6.39745 2.97350 5.45270
H -7.99331 4.66873 4.58551
H -7.38125 6.02439 2.61119
H -5.20922 5.67387 1.49297
H -3.63598 3.98017 2.34531
H -3.16721 1.58689 7.44810
H -1.77416 2.78018 9.11620
H -0.74546 4.94947 8.53148
H -1.08518 5.91150 6.28258
H -2.47027 4.72985 4.63178
H -2.02394 -1.60265 3.25964
H -2.77214 -3.32394 4.86256
H -5.14985 -3.99663 4.91785
H -6.73733 -3.05757 3.27850
H -5.97292 -1.40017 1.62407
H -4.16466 0.91802 -1.30258
H -6.14729 2.22544 -2.03423
H -7.84114 2.92079 -0.37467
H -7.60784 2.23795 1.98776
H -5.65228 0.92780 2.70768
C -0.10149 3.80091 -2.09970
O 0.22481 2.66996 -1.28378
C -0.74138 2.10171 -0.54094
O -1.87239 2.52880 -0.47459
H 0.77540 4.44491 -2.11170
H -0.96304 4.31870 -1.67959
H -0.33260 3.46792 -3.11344
```

Calculated values
Lowest unoccupied orbital energy (alpha / beta) ... 0.2 / 0.0 eV
Energy above the lowest of the compared OMol25 structures with the same formula, charge and spin ... 15.8 kJ/mol
Orbital gap (alpha / beta) ... 8.098 / 7.896 eV
Expectation value of S² ... 3.80
2S+1 ... 4



(3)
Here is a molecular structure, C39H59N5O4SSe2SiZr from the OMol25 dataset. Energies are from ωB97M-V/def2-TZVPD.

XYZ file:
```
112
C39H59N5O4SSe2SiZr | the OMol25 dataset | ωB97M-V/def2-TZVPD
Zr -1.63131 -0.56812 1.27512
O -3.57212 3.28878 2.18074
C -3.25397 2.18157 1.75398
N -2.07511 1.56179 1.85318
C -1.22020 1.99920 2.93590
C -1.37032 0.97413 4.04274
C -1.18779 1.26190 5.38467
C -1.35541 0.25490 6.31952
C -1.70023 -1.01874 5.89234
C -1.85715 -1.24149 4.53793
N -1.69912 -0.26550 3.63465
C -4.31136 1.28900 1.14737
C -5.58796 1.77030 0.92193
C -6.58778 0.87183 0.59280
C -6.27380 -0.47601 0.51435
C -4.96536 -0.87332 0.72362
N -3.99095 -0.00624 1.02194
H -1.48810 2.99367 3.29596
H -0.17071 2.01377 2.61697
H -0.93051 2.26959 5.68179
H -1.22584 0.46251 7.37396
H -1.84373 -1.83038 6.59079
H -2.10766 -2.21305 4.13099
H -5.76319 2.82825 1.05405
H -7.60047 1.21310 0.42068
H -7.02420 -1.21993 0.28655
H -4.65991 -1.90975 0.67016
C 3.35878 0.99193 4.84174
C 4.32038 0.37534 3.83246
C 4.46560 1.20905 2.55981
C 3.24940 1.14354 1.64018
N 3.11591 -0.15871 1.00040
C 2.19279 -1.10290 1.27871
Se 0.93194 -1.01658 2.64691
N 2.34061 -2.11202 0.40373
C 1.52469 -3.32699 0.36475
C 1.90253 -4.35231 1.42541
C 3.37096 -4.78905 1.43346
C 4.31620 -3.84218 2.17500
C 3.35821 -1.80053 -0.48428
C 3.88929 -2.48634 -1.56894
C 4.92957 -1.87878 -2.24864
C 5.42593 -0.62758 -1.86315
C 4.89906 0.05371 -0.78129
C 3.85882 -0.56118 -0.09757
H 3.28338 0.37197 5.73588
H 2.35250 1.08543 4.42989
H 3.70222 1.98326 5.14682
H 3.98734 -0.63429 3.57228
H 5.30558 0.26347 4.29114
H 5.34814 0.88705 1.99996
H 4.62961 2.25735 2.82617
H 3.31788 1.88384 0.84127
H 2.32224 1.32418 2.18232
H 1.65129 -3.74303 -0.63523
H 0.47732 -3.03767 0.47219
H 1.25744 -5.21564 1.24735
H 1.62520 -3.96193 2.40709
H 3.72163 -4.93720 0.40577
H 3.42927 -5.76915 1.91215
H 4.45941 -2.89504 1.65370
H 5.30177 -4.29472 2.29418
H 3.92804 -3.61854 3.17147
H 3.51068 -3.45233 -1.87275
H 5.36967 -2.38144 -3.09952
H 6.23582 -0.18404 -2.42657
H 5.27904 1.02217 -0.48559
Se -2.27337 -2.89125 1.20724
C -0.02189 3.71940 -1.30508
C -1.36105 3.57859 -2.01890
C -2.42238 4.42324 -1.32797
C -1.23257 3.95149 -3.49120
O -1.83273 2.22876 -1.94093
Si -1.08690 0.78321 -2.00492
S 0.11195 0.31284 -0.35846
O -0.20228 0.78185 -3.38287
C 0.86587 -0.04309 -3.86781
C 0.81080 0.06232 -5.38641
C 0.70261 -1.49688 -3.43297
C 2.17896 0.52776 -3.34535
O -2.29558 -0.32754 -1.96137
C -3.40594 -0.51920 -2.86761
C -3.89634 -1.93491 -2.61467
C -4.48232 0.51797 -2.56304
C -2.95711 -0.37374 -4.31630
H 0.30637 4.75983 -1.32596
H 0.74070 3.10501 -1.78986
H -0.11592 3.39607 -0.26733
H -2.15586 5.48119 -1.37466
H -2.52179 4.13184 -0.28051
H -3.38743 4.28537 -1.81813
H -0.90892 4.98894 -3.59443
H -2.19631 3.83760 -3.99080
H -0.50818 3.30109 -3.98315
H -0.13327 -0.33431 -5.76162
H 1.63055 -0.49808 -5.83924
H 0.89091 1.10724 -5.68972
H -0.24877 -1.90365 -3.78000
H 0.73686 -1.58323 -2.34617
H 1.50983 -2.09669 -3.85874
H 2.28218 1.56925 -3.65646
H 3.02627 -0.03900 -3.73570
H 2.20363 0.48284 -2.25591
H -4.15091 -2.06737 -1.56458
H -3.10948 -2.65188 -2.85366
H -4.77295 -2.15286 -3.22763
H -4.81301 0.43182 -1.53125
H -5.34619 0.36690 -3.21479
H -4.09190 1.52283 -2.71810
H -2.16883 -1.08919 -4.55203
H -2.58419 0.63156 -4.51871
H -3.80506 -0.56782 -4.97554
```

Calculated values
Lowest unoccupied orbital energy ... 0.0 eV
Energy above the lowest of the compared OMol25 structures with the same formula, charge and spin ... 0.0 kJ/mol
Orbital gap ... 7.084 eV



(4)
Here is a molecular structure, C56H46ClN6OP3RuSe2 from the OMol25 dataset. Energies are from ωB97M-V/def2-TZVPD.

XYZ file:
```
116
C56H46ClN6OP3RuSe2 | the OMol25 dataset | ωB97M-V/def2-TZVPD
Ru -0.14187 0.25207 -0.09142
N 0.97864 -2.25002 2.21136
C 1.84125 -2.05931 1.23046
N 2.94203 -2.82002 1.25580
C 3.77638 -2.65982 0.24396
N 4.88900 -3.40867 0.21419
N 3.61373 -1.78116 -0.76721
C 2.53549 -1.04702 -0.67244
N 1.58116 -1.11107 0.26377
C 2.35698 -0.02259 -1.72993
C 3.37570 0.27346 -2.61003
C 3.14000 1.21200 -3.59927
C 1.88640 1.78134 -3.68674
C 0.91576 1.40470 -2.77292
N 1.14914 0.53473 -1.78535
H 1.20677 -2.94525 2.90069
H 0.08163 -1.76945 2.21873
H 5.02320 -4.11534 0.91451
H 5.49699 -3.35324 -0.58195
H 4.31892 -0.24122 -2.50608
H 3.92124 1.47867 -4.30032
H 1.63787 2.49498 -4.46089
H -0.08660 1.77749 -2.85435
Se -0.23275 -1.81507 -4.10056
P -1.15672 -4.49532 -2.16468
Se -0.56552 -2.25647 -1.92338
C -2.02244 -4.77714 -0.58907
C -1.61510 -4.27490 0.64952
C -2.37197 -4.51464 1.78431
C -3.52570 -5.28884 1.70231
C -3.92286 -5.81802 0.48295
C -3.18242 -5.54851 -0.66224
C 0.51522 -5.18886 -1.85782
C 0.88532 -5.87210 -0.70014
C 2.17821 -6.36465 -0.55657
C 3.11139 -6.18362 -1.56617
C 2.74496 -5.52596 -2.73549
C 1.45421 -5.04431 -2.88435
H -0.69999 -3.69771 0.72825
H -2.07074 -4.09001 2.73430
H -4.11671 -5.47600 2.59017
H -4.81033 -6.43476 0.41996
H -3.50763 -5.94171 -1.62004
H 0.16609 -6.03426 0.09206
H 2.45046 -6.89533 0.34783
H 4.11621 -6.57155 -1.45293
H 3.46200 -5.39898 -3.53666
H 1.17012 -4.54948 -3.80579
O -1.30679 2.91453 1.52934
C -0.40130 3.84745 1.90663
C -0.68044 5.17012 2.22013
C 0.36707 5.97867 2.63530
C 1.66323 5.48055 2.71676
C 1.92068 4.17678 2.32048
C 0.88979 3.34930 1.88287
P 1.19670 1.61464 1.33888
C 2.86150 1.84544 0.61610
C 3.96281 1.04457 0.90564
C 5.19750 1.30266 0.31731
C 5.33931 2.35820 -0.56814
C 4.23569 3.14220 -0.89126
C 3.00631 2.88016 -0.31260
C 1.39720 0.90861 3.01405
C 2.58033 1.01443 3.74876
C 2.63817 0.56327 5.06082
C 1.50895 0.02504 5.66246
C 0.31715 -0.03802 4.95472
C 0.26031 0.40380 3.63940
C -2.66325 2.99203 1.56783
C -3.40886 3.61640 2.55385
C -4.78448 3.68132 2.38698
C -5.39056 3.13127 1.26146
C -4.62044 2.45129 0.33010
C -3.23990 2.34477 0.49397
P -2.17949 1.43503 -0.70449
C -3.33301 0.15905 -1.31550
C -4.17060 -0.53622 -0.44252
C -4.85441 -1.66246 -0.87342
C -4.71252 -2.11264 -2.18108
C -3.90045 -1.41886 -3.06327
C -3.20824 -0.29764 -2.62675
C -2.12345 2.74028 -1.98877
C -1.16299 3.73921 -1.80995
C -1.08630 4.81516 -2.67921
C -1.97173 4.90525 -3.74753
C -2.94263 3.92979 -3.92259
C -3.02557 2.85452 -3.04300
H -1.68402 5.56359 2.14240
H 0.16248 7.00605 2.90893
H 2.46869 6.10864 3.07255
H 2.93824 3.80449 2.33833
H 3.86642 0.20903 1.58877
H 6.04760 0.67701 0.56057
H 6.30488 2.56936 -1.01146
H 4.33638 3.95931 -1.59508
H 2.15375 3.49857 -0.56933
H 3.46495 1.45649 3.31208
H 3.56425 0.64615 5.61634
H 1.55683 -0.33088 6.68418
H -0.57605 -0.43099 5.42439
H -0.67264 0.35487 3.10070
H -2.93113 4.03337 3.43025
H -5.38538 4.17536 3.13905
H -6.45972 3.21747 1.12012
H -5.09640 1.98986 -0.52644
H -4.27747 -0.21348 0.58282
H -5.48838 -2.19960 -0.17979
H -5.23233 -3.00505 -2.50787
H -3.78773 -1.75598 -4.08663
H -2.55671 0.21844 -3.32195
H -0.46956 3.66506 -0.97661
H -0.33654 5.58237 -2.52740
H -1.91151 5.74019 -4.43448
H -3.64314 4.00471 -4.74422
H -3.80162 2.11476 -3.17982
Cl -1.62256 -0.97615 1.33555
```

Calculated values
Lowest unoccupied orbital energy (alpha / beta) ... -2.9 / -3.8 eV
Energy above the lowest of the compared OMol25 structures with the same formula, charge and spin ... 0.0 kJ/mol
Orbital gap (alpha / beta) ... 7.313 / 6.361 eV
Expectation value of S² ... 0.76
Total charge ... +1
2S+1 ... 2